No. 1
The following is a DFT calculation (wB97M-V/def2-TZVPD) of a structure of composition C30H36IN2O6TeW.

Element x y z (Å)
W: 1.278 -1.410 -1.406
O: 5.101 -1.794 -1.097
C: 3.922 -1.738 -0.944
O: 3.009 -1.849 -1.901
C: 3.208 -1.487 0.438
O: 3.749 -1.147 1.447
O: 1.896 -1.671 0.314
C: 3.061 1.350 -3.160
C: 2.128 0.519 -2.329
O: 2.387 0.400 -1.036
N: 1.048 -0.043 -2.747
Te: -0.092 0.453 -0.053
C: -1.453 2.177 0.305
C: -1.174 3.421 -0.275
C: -0.064 3.647 -1.255
C: -1.961 4.515 0.069
C: -3.019 4.402 0.959
C: -3.812 5.587 1.381
C: -3.330 3.131 1.441
C: -2.565 2.014 1.144
C: -2.985 0.683 1.681
C: 0.568 0.240 1.971
C: 1.396 1.214 2.561
C: 1.672 2.508 1.865
C: 1.993 0.928 3.774
C: 1.798 -0.292 4.425
C: 2.512 -0.607 5.685
C: 0.951 -1.232 3.828
C: 0.351 -1.005 2.604
C: -0.498 -2.086 1.983
H: 2.867 2.402 -2.945
H: 2.901 1.156 -4.217
H: 4.091 1.134 -2.877
H: 0.371 2.694 -1.583
H: 0.720 4.259 -0.809
H: -0.444 4.179 -2.125
H: -1.728 5.477 -0.361
H: -3.333 6.513 1.080
H: -3.950 5.591 2.459
H: -4.804 5.556 0.932
H: -4.201 3.005 2.066
H: -4.023 0.718 1.996
H: -2.376 0.417 2.541
H: -2.871 -0.082 0.909
H: 1.953 2.319 0.820
H: 2.485 3.044 2.350
H: 0.774 3.132 1.888
H: 2.660 1.652 4.212
H: 2.774 0.295 6.233
H: 3.448 -1.121 5.448
H: 1.930 -1.271 6.319
H: 0.781 -2.170 4.335
H: -0.417 -2.997 2.574
H: -0.160 -2.324 0.953
H: -1.548 -1.786 1.957
C: 2.310 -4.579 -2.570
C: 1.085 -3.661 -2.700
C: -0.098 -4.442 -3.284
O: 0.777 -3.133 -1.422
H: 2.408 -5.211 -3.448
H: 2.158 -5.219 -1.700
H: 3.232 -4.014 -2.439
H: 1.312 -2.761 -3.392
H: -0.422 -5.177 -2.550
H: 0.212 -4.975 -4.179
H: -0.926 -3.786 -3.546
I: -3.998 1.316 -3.610
C: -3.175 -0.435 -2.801
C: -3.969 -1.497 -2.371
C: -3.345 -2.557 -1.734
C: -1.973 -2.526 -1.549
N: -1.194 -1.529 -2.003
C: -1.801 -0.507 -2.627
H: -5.037 -1.493 -2.522
H: -3.918 -3.394 -1.367
H: -1.458 -3.324 -1.027
H: -1.152 0.288 -2.991

Computed properties:
<S²>: 0.76
Charge: +2
Kohn-Sham gap (spin up / spin down), Ha: 0.2251 / 0.1987
E_HOMO (spin up / spin down), eV: -14.30 / -14.38
2S+1: 2
ΔE to the lowest compared entry with this formula, charge and spin, kJ/mol: 436.6
E_tot, eV: -64161.926

***

No. 2
The following is a DFT calculation (wB97M-V/def2-TZVPD) of a cluster of 6 separate species, C30H36IN7O3PS in total.

Element x y z (Å)
C: 6.604 -2.624 -2.340
S: 5.282 -2.551 -3.716
O: 4.948 -3.986 -4.192
O: 5.759 -1.676 -4.916
C: 3.768 -1.743 -2.898
C: 3.836 -0.125 -2.620
C: 2.609 0.734 -1.882
C: 1.262 -0.105 -1.470
C: -0.029 0.644 -0.776
P: -0.149 2.507 -0.347
O: 0.791 3.507 -1.418
I: 0.920 2.693 1.910
N: -1.255 -0.210 -0.390
C: -1.373 -1.699 -0.634
N: -2.691 -2.376 -0.205
C: -0.158 -2.575 -1.309
C: 1.202 -1.736 -1.750
C: 2.426 -2.605 -2.455
H: 6.063 -3.046 -1.363
H: 6.885 -1.511 -2.085
H: 7.527 -3.272 -2.656
H: 4.827 0.446 -2.960
H: 2.806 1.875 -1.716
H: 1.552 3.852 -0.829
H: -2.079 0.271 0.077
H: -2.529 -3.426 -0.224
H: -2.882 -2.107 0.787
H: -0.213 -3.750 -1.488
H: 2.390 -3.781 -2.629
N: -4.741 0.965 1.305
C: -5.882 1.380 0.669
C: -6.505 2.307 1.475
C: -5.708 2.460 2.635
C: -4.624 1.622 2.502
H: -4.087 0.281 0.946
H: -6.153 0.980 -0.299
H: -7.432 2.818 1.251
H: -5.904 3.113 3.476
H: -3.782 1.436 3.155
N: -5.772 -0.766 4.070
C: -6.481 -0.865 5.239
C: -6.308 -2.138 5.735
C: -5.461 -2.829 4.836
C: -5.142 -1.958 3.819
H: -5.720 0.057 3.484
H: -7.047 -0.024 5.615
H: -6.745 -2.526 6.646
H: -5.119 -3.853 4.923
H: -4.525 -2.083 2.940
N: -7.791 1.448 8.150
C: -8.932 1.864 7.515
C: -9.555 2.791 8.321
C: -8.758 2.944 9.480
C: -7.674 2.106 9.347
H: -7.137 0.764 7.792
H: -9.203 1.464 6.547
H: -10.482 3.302 8.097
H: -8.954 3.596 10.322
H: -6.832 1.920 10.001
N: 5.963 -0.912 -9.818
C: 4.600 -0.836 -9.942
C: 4.055 -0.854 -8.678
C: 5.128 -0.936 -7.758
C: 6.294 -0.968 -8.489
H: 6.621 -0.923 -10.586
H: 4.135 -0.778 -10.918
H: 3.000 -0.810 -8.443
H: 5.057 -0.969 -6.678
H: 7.329 -1.026 -8.178
N: 7.680 1.597 -1.362
C: 8.525 1.700 -0.288
C: 9.811 1.496 -0.736
C: 9.740 1.267 -2.131
C: 8.413 1.338 -2.491
H: 6.674 1.698 -1.328
H: 8.139 1.908 0.702
H: 10.703 1.511 -0.124
H: 10.567 1.072 -2.800
H: 7.928 1.226 -3.452

Computed properties:
Charge: +1
Kohn-Sham gap, Ha: 0.1178
E_HOMO, eV: -9.28
E_tot, eV: -76469.779

***

No. 3
The following is a DFT calculation (wB97M-V/def2-TZVPD) of an isolated molecule of C30H36N2O8.

Element x y z (Å)
C: -0.010 2.073 -2.165
C: 0.035 0.738 -1.444
H: -0.849 0.630 -0.800
O: 1.215 0.699 -0.659
C: 1.425 -0.490 0.037
C: 2.709 -0.310 0.858
C: 3.285 -1.644 1.350
C: 2.378 -2.435 2.287
C: 3.087 -3.673 2.840
O: 2.239 -4.471 3.631
H: 1.904 -3.938 4.361
H: 3.412 -4.320 2.021
H: 3.976 -3.370 3.413
H: 1.486 -2.762 1.751
H: 2.059 -1.804 3.121
H: 3.518 -2.263 0.480
H: 4.228 -1.434 1.862
H: 3.436 0.126 0.165
C: 2.469 0.710 1.998
C: 1.054 0.684 2.481
C: 0.089 -0.031 1.908
O: 0.307 -0.845 0.816
C: -1.349 0.150 2.291
O: -1.730 1.251 2.658
N: -2.193 -0.898 2.180
C: -1.863 -2.258 1.842
H: -2.431 -2.912 2.513
C: -2.268 -2.548 0.396
N: -3.681 -2.261 0.215
C: -3.990 -0.889 0.575
C: -3.611 -0.649 2.039
H: -4.165 -1.333 2.687
H: -3.812 0.383 2.329
H: -3.444 -0.160 -0.049
H: -5.062 -0.730 0.443
C: -4.166 -2.646 -1.105
C: -3.424 -2.001 -2.253
C: -2.323 -2.635 -2.812
C: -1.561 -2.053 -3.822
C: -1.942 -0.806 -4.250
C: -3.047 -0.157 -3.697
C: -3.802 -0.731 -2.704
H: -4.662 -0.221 -2.301
O: -3.206 1.061 -4.304
C: -2.201 1.135 -5.292
O: -1.385 -0.013 -5.218
H: -2.668 1.191 -6.290
H: -1.588 2.035 -5.130
H: -0.713 -2.557 -4.254
H: -2.050 -3.619 -2.462
H: -5.227 -2.388 -1.150
H: -4.072 -3.734 -1.174
H: -1.631 -1.947 -0.271
H: -2.102 -3.606 0.179
H: -0.800 -2.442 1.982
H: 0.799 1.325 3.310
C: 2.850 2.104 1.536
C: 4.191 2.458 1.495
C: 4.616 3.699 1.028
C: 3.644 4.568 0.600
C: 2.294 4.221 0.641
C: 1.870 3.003 1.110
H: 0.824 2.752 1.142
O: 1.544 5.261 0.154
C: 2.463 6.275 -0.184
O: 3.775 5.835 0.091
H: 2.247 7.181 0.406
H: 2.371 6.513 -1.257
H: 5.659 3.967 1.001
H: 4.934 1.751 1.833
H: 3.132 0.447 2.831
H: 1.524 -1.337 -0.668
H: 0.039 -0.101 -2.158
H: -0.953 2.171 -2.695
H: 0.813 2.146 -2.871
H: 0.078 2.881 -1.444

Computed properties:
SMILES: CCO[C@@H]1OC(C(=O)N2CCN(Cc3ccc4c(c3)OCO4)CC2)=C[C@H](c2ccc3c(c2)OCO3)[C@H]1CCCO
Charge: 0
Kohn-Sham gap, Ha: 0.3142
E_HOMO, eV: -7.91
ΔE to the lowest compared entry with this formula, charge and spin, kJ/mol: 6.4
E_tot, eV: -51052.997